1.
{
  "formula": "C24H49BrNO18",
  "method": "ωB97M-V/def2-TZVPD",
  "species": ["C", "N", "C", "C", "C", "C", "Br", "C", "H", "H", "H", "H", "H", "H", "H", "H", "H", "H", "H", "H", "H", "C", "O", "C", "O", "O", "C", "H", "H", "H", "H", "H", "H", "C", "O", "C", "O", "O", "C", "H", "H", "H", "H", "H", "H", "C", "O", "C", "O", "O", "C", "H", "H", "H", "H", "H", "H", "C", "O", "C", "O", "O", "C", "H", "H", "H", "H", "H", "H", "C", "O", "C", "O", "O", "C", "H", "H", "H", "H", "H", "H", "C", "O", "C", "O", "O", "C", "H", "H", "H", "H", "H", "H"],
  "positions_angstrom": [[-3.8767, -0.3734, -1.1611], [-2.6919, -1.0379, -1.7900], [-3.0896, -2.0016, -2.8906], [-3.1294, -3.4991, -2.5114], [-2.6826, -3.9579, -1.0971], [-2.4762, -2.8342, -0.0925], [-1.3614, -3.3929, 1.3707], [-1.7919, -1.6690, -0.7657], [-4.6452, -1.1154, -0.9666], [-3.5791, 0.1048, -0.2310], [-4.2501, 0.3654, -1.8650], [-2.1487, -0.2885, -2.2299], [-4.0678, -1.6642, -3.2217], [-2.3950, -1.8240, -3.7085], [-2.4919, -4.0132, -3.2263], [-4.1403, -3.8509, -2.7035], [-3.3981, -4.6728, -0.6975], [-1.7379, -4.4930, -1.1898], [-3.4144, -2.5235, 0.3648], [-1.5311, -0.8772, -0.0652], [-0.8936, -2.0146, -1.2772], [-2.9552, 4.1431, 3.3389], [-3.2016, 2.7573, 3.0327], [-2.1440, 1.9648, 3.1815], [-1.0183, 2.3202, 3.4131], [-2.5359, 0.6945, 3.0338], [-1.4983, -0.2705, 3.2939], [-3.8978, 4.6469, 3.1557], [-2.6603, 4.2466, 4.3808], [-2.1652, 4.5487, 2.7099], [-1.0857, -0.1313, 4.2910], [-0.6940, -0.1777, 2.5636], [-1.9736, -1.2418, 3.2173], [1.2113, -3.4486, 6.7615], [0.6015, -2.2167, 6.3436], [1.4734, -1.2532, 6.0416], [2.6706, -1.3545, 6.0672], [0.7886, -0.1562, 5.7157], [1.6049, 0.9832, 5.3892], [0.3844, -4.1196, 6.9693], [1.8454, -3.8458, 5.9718], [1.8119, -3.2891, 7.6547], [2.2373, 0.7561, 4.5331], [2.2271, 1.2716, 6.2338], [0.9000, 1.7702, 5.1405], [-1.8633, 2.7464, -0.2085], [-1.7737, 3.7863, -1.1800], [-1.6764, 3.3798, -2.4420], [-1.6592, 2.2202, -2.8004], [-1.5811, 4.4283, -3.2292], [-1.4178, 4.1349, -4.6304], [-1.9340, 3.2497, 0.7473], [-2.7572, 2.1450, -0.3764], [-0.9747, 2.1146, -0.2347], [-2.2776, 3.5798, -4.9986], [-0.5095, 3.5574, -4.7891], [-1.3506, 5.1036, -5.1119], [0.4362, 0.1821, -2.6955], [1.4151, -0.6878, -3.2496], [1.9865, -0.2052, -4.3708], [1.6993, 0.8469, -4.8793], [2.8813, -1.0786, -4.7880], [3.6127, -0.6801, -5.9644], [0.0681, -0.3148, -1.8011], [0.8844, 1.1296, -2.4017], [-0.3672, 0.3920, -3.4010], [4.1723, 0.2305, -5.7641], [2.9350, -0.5234, -6.7998], [4.2805, -1.5066, -6.1785], [4.6486, -1.9856, -11.8590], [3.3996, -1.2796, -11.8230], [2.8491, -1.1872, -10.6203], [3.3033, -1.6352, -9.5966], [1.7026, -0.5160, -10.7312], [1.0045, -0.3201, -9.5001], [4.9533, -1.9682, -12.8997], [5.3844, -1.4849, -11.2333], [4.5153, -3.0083, -11.5127], [1.6078, 0.2639, -8.8064], [0.7552, -1.2774, -9.0450], [0.1039, 0.2238, -9.7670], [1.1118, -0.0517, 9.0216], [1.7335, -0.0326, 10.3109], [2.4465, 1.0701, 10.5466], [2.5855, 1.9891, 9.7798], [2.9736, 0.9804, 11.7623], [3.7749, 2.1060, 12.1474], [0.5816, -0.9976, 8.9644], [0.4130, 0.7772, 8.9230], [1.8746, 0.0212, 8.2475], [3.1775, 3.0153, 12.1458], [4.6137, 2.2254, 11.4648], [4.1235, 1.8766, 13.1487]],
  "lumo_energy_ev": -2.50,
  "total_energy_ev": -134064.59597,
  "charge": 1,
  "homo_energy_ev": -12.03
}

***

2.
{
  "formula": "C24H49Ca2F12N5O16S4",
  "method": "ωB97M-V/def2-TZVPD",
  "species": ["Ca", "Ca", "O", "C", "C", "O", "H", "H", "H", "H", "C", "F", "F", "F", "S", "O", "O", "N", "S", "O", "O", "C", "F", "F", "F", "C", "F", "F", "F", "S", "O", "O", "N", "S", "O", "O", "C", "F", "F", "F", "C", "O", "C", "C", "N", "C", "C", "O", "C", "H", "H", "H", "H", "H", "H", "H", "H", "H", "H", "H", "H", "H", "H", "H", "C", "O", "C", "C", "N", "C", "C", "O", "C", "H", "H", "H", "H", "H", "H", "H", "H", "H", "H", "H", "H", "H", "H", "H", "C", "O", "C", "C", "N", "C", "C", "O", "C", "H", "H", "H", "H", "H", "H", "H", "H", "H", "H", "H", "H", "H", "H", "H"],
  "positions_angstrom": [[2.2714, -0.5076, 1.9348], [-0.5591, 1.0964, -1.2708], [3.4287, 1.6695, 2.4945], [3.0508, 2.6000, 1.4721], [2.2456, 2.1121, 0.1475], [1.4220, 0.8976, 0.1758], [3.9364, 3.1615, 1.1743], [2.3609, 3.2619, 1.9956], [3.0858, 2.0262, -0.5416], [1.7701, 3.0015, -0.2660], [-2.9928, -2.5004, -0.5072], [-3.5604, -3.3963, 0.2290], [-1.8921, -2.9662, -1.0794], [-3.9306, -2.2359, -1.3859], [-2.3759, -0.8763, 0.5721], [-3.0207, -0.9110, 1.9077], [-0.9260, -1.0212, 0.7574], [-2.5199, 0.4603, -0.5050], [-3.9949, 0.9210, -0.1295], [-4.9800, -0.1313, 0.0968], [-4.0954, 2.0993, 0.7617], [-4.4209, 1.8436, -1.7739], [-4.9541, 3.0606, -1.5114], [-3.3631, 1.9697, -2.5709], [-5.3334, 1.0495, -2.3304], [2.5775, -1.0059, -3.5696], [3.3145, -2.1354, -3.6451], [2.9707, -0.2620, -2.5809], [2.5160, -0.3473, -4.7389], [0.7907, -1.6526, -3.1776], [0.5562, -2.6762, -4.1775], [0.9497, -2.1739, -1.8216], [-0.1412, -0.1729, -3.1093], [-0.9825, -0.0834, -4.4643], [-1.5811, 1.2919, -4.4850], [-0.2682, -0.4125, -5.7299], [-2.4594, -1.3784, -4.3896], [-2.7311, -1.9102, -5.5701], [-2.0854, -2.4175, -3.6825], [-3.5533, -0.7255, -3.8931], [0.1994, -6.9150, 0.5148], [0.9111, -5.7213, 0.9142], [0.1246, -4.5786, 1.1307], [0.8404, -3.4684, 1.8912], [1.7367, -2.6823, 1.0437], [3.0032, -3.3921, 0.8115], [3.8557, -2.2620, 0.0465], [4.2266, -1.1439, 0.8397], [5.1511, -0.3615, 0.0555], [-0.2706, -6.6634, -0.4359], [-0.4828, -7.2801, 1.2826], [0.9206, -7.6629, 0.1852], [-0.7549, -4.7662, 1.7466], [-0.2745, -4.3403, 0.1448], [1.3504, -3.7468, 2.8134], [-0.0042, -2.8110, 2.0977], [1.2422, -2.6864, 0.1630], [2.9972, -4.3602, 0.3106], [3.5331, -3.4989, 1.7581], [3.3949, -1.9846, -0.9015], [4.7261, -2.8736, -0.1914], [5.6018, 0.3443, 0.7533], [4.6580, 0.2234, -0.7209], [5.9759, -0.8923, -0.4199], [1.4270, 5.4303, -5.8327], [1.2677, 4.6217, -4.6058], [1.9309, 3.3382, -4.5282], [1.6177, 2.8460, -3.0932], [0.1987, 3.0291, -2.6911], [-0.0898, 4.2965, -1.9426], [-1.3588, 4.1135, -1.1019], [-1.1874, 3.1761, -0.0356], [-0.7015, 3.7775, 1.1446], [0.9342, 6.3945, -5.7084], [0.8278, 4.7618, -6.4510], [2.4430, 5.4210, -6.2274], [3.0184, 3.3440, -4.6012], [1.5968, 2.5083, -5.1508], [2.3359, 3.2392, -2.3737], [1.8502, 1.7811, -3.1024], [-0.2321, 3.2598, -3.5750], [-0.2151, 5.0349, -2.7345], [0.6837, 4.6239, -1.2479], [-2.2028, 3.7490, -1.6874], [-1.8258, 5.0309, -0.7437], [-0.7518, 2.9698, 1.8749], [-1.3901, 4.5323, 1.5244], [0.2751, 4.2561, 1.0717], [-2.8049, -3.2569, 4.3606], [-1.6287, -2.5919, 4.0153], [-0.9442, -1.9385, 5.0390], [0.3737, -1.3529, 4.5853], [0.3788, -0.4796, 3.4121], [0.1832, 0.9466, 3.6958], [-1.0817, 1.3338, 4.3821], [-2.1814, 1.1552, 3.6357], [-3.4280, 1.2559, 4.2947], [-2.6712, -3.9962, 5.1503], [-3.2350, -3.7274, 3.4765], [-3.5293, -2.5544, 4.7726], [-0.6277, -2.7166, 5.7336], [-1.5804, -1.2244, 5.5619], [1.0393, -2.1988, 4.4136], [0.9823, -0.9267, 5.3829], [-0.3975, -0.7482, 2.8245], [0.3655, 1.5039, 2.7769], [1.0230, 1.2500, 4.3208], [-1.1368, 2.4131, 4.5247], [-1.2318, 0.9342, 5.3850], [-3.5291, 2.3215, 4.5003], [-3.6529, 0.7801, 5.2492], [-4.3251, 1.1838, 3.6798]],
  "lumo_energy_ev": 0.14,
  "total_energy_ev": -178716.91007,
  "homo_energy_ev": -7.05
}

***

- What is the formula in the first record?
  C24H49BrNO18